Here is 4 unconnected molecules or ions with the total composition C5H19N2O4 at a distorted geometry from OMol25. Energies are from wB97M-V/def2-TZVPD.

```
! wB97M-V def2-TZVPD RIJCOSX def2/J DEFGRID3
* xyz 1 1
N -0.65471 0.25275 2.91322
C -0.50796 -0.32560 1.47221
C 0.91806 -0.72909 1.30677
C -0.82342 0.76110 0.46638
N -1.28432 0.52512 -0.76129
C -1.43548 1.64319 -1.69829
C -1.84160 -0.77578 -1.17423
O -0.28605 1.82739 0.80804
H -1.47448 0.83042 3.04471
H 0.19767 0.85448 3.06342
H -0.52537 -0.54140 3.53278
H -1.16417 -1.23654 1.41256
H 1.17419 -1.77552 1.52517
H 1.59514 0.00985 1.81557
H 1.42205 -0.38386 0.39886
H -2.21874 2.24565 -1.28806
H -1.45763 1.35226 -2.73685
H -0.66164 2.42587 -1.56134
H -2.73032 -1.04613 -0.59975
H -1.01932 -1.48529 -1.06081
H -2.25314 -0.85628 -2.17429
H 0.43327 -3.33851 -1.22880
H 1.01376 -2.47999 -0.18087
O 0.27263 -3.08898 -0.30735
H 1.83803 0.18097 -1.87632
H 1.99465 -1.11097 -2.74752
O 1.51485 -0.71325 -2.01648
H 3.41207 1.36780 -1.08785
H 2.35133 2.08944 -0.30355
O 2.74342 1.21070 -0.40687
*
```

HOMO = -12.8 eV
Frontier orbital gap = 9.7 eV
Energy above the lowest of the compared OMol25 structures with the same formula, charge and spin = 48.5 kcal/mol